[1]
{
  "formula": "C35H29MnN4O9PSbSe",
  "method": "wB97M-V/def2-TZVPD",
  "mol_weight_g_mol": 936.268,
  "spin_multiplicity": 2,
  "lumo_ha": [-0.1568, -0.1567],
  "energy_ev": -173635.795,
  "charge": 1,
  "homo_lumo_gap_ev": [6.919, 6.647],
  "symbols": ["Sb", "Se", "Mn", "P", "O", "O", "O", "O", "O", "O", "O", "O", "O", "N", "N", "N", "N", "C", "C", "C", "C", "C", "C", "C", "C", "C", "C", "C", "C", "C", "C", "C", "C", "C", "C", "C", "C", "C", "C", "C", "C", "C", "C", "C", "C", "C", "C", "C", "C", "C", "C", "C", "H", "H", "H", "H", "H", "H", "H", "H", "H", "H", "H", "H", "H", "H", "H", "H", "H", "H", "H", "H", "H", "H", "H", "H", "H", "H", "H", "H", "H"],
  "coordinates": [[1.7669, 1.5094, 2.4679], [-0.3280, -2.2210, -2.9107], [-0.3364, -0.2645, -0.2105], [-2.1503, 0.9314, -1.1620], [1.1475, -0.8112, 1.0298], [2.8134, -6.7924, 1.0035], [4.6418, -1.1099, 2.6685], [0.2899, 1.5499, 0.3223], [4.5200, -5.9261, 2.0066], [0.5554, 3.1370, 1.7659], [2.7378, -0.3357, 3.2431], [-1.0899, -2.0320, -0.0472], [-0.9587, -4.2399, -0.1881], [0.2999, -0.7157, -2.1521], [3.4469, -5.8554, 1.4401], [3.4543, -1.1722, 2.6039], [0.4414, -1.8663, -4.4471], [-0.4721, -3.1701, 0.1167], [0.0684, 0.7126, 3.4238], [-4.8554, 0.5321, -1.9198], [1.5676, -2.0120, 1.2365], [-1.2514, 1.7802, -5.5946], [1.8457, -0.1246, -5.4034], [-4.0247, -0.7305, -0.0455], [-1.2178, 2.4797, -3.2960], [-1.6111, 4.5697, 0.8516], [2.8010, -2.2329, 1.9267], [1.0213, -0.0711, -3.0592], [-1.9101, 1.3287, -2.9236], [1.0920, -0.7235, -4.3444], [3.4470, -3.4671, 1.9583], [-2.7627, 5.2531, 0.5150], [-0.1370, 2.6267, 0.8097], [1.7010, 1.1695, -2.8593], [-2.3317, 2.6355, -0.4461], [-3.4897, 3.3428, -0.7530], [2.8030, -4.5339, 1.3959], [-5.2760, -1.3071, 0.1179], [3.0664, 1.4287, 0.8261], [2.7410, 2.7240, 3.8753], [-6.3139, -0.9620, -0.7323], [-3.7057, 4.6312, -0.2881], [1.5397, -4.3992, 0.8227], [0.9173, -3.1732, 0.7360], [-6.1009, -0.0474, -1.7564], [-2.2740, 0.4088, -3.9054], [2.4065, 1.6937, -3.8904], [-3.8086, 0.2059, -1.0552], [-1.3848, 3.2765, 0.3760], [-1.9434, 0.6332, -5.2330], [-0.8945, 2.7055, -4.6250], [2.4816, 1.0457, -5.1688], [4.4047, -3.5865, 2.4437], [2.3846, 3.7444, 3.7516], [1.8913, -0.6277, -6.3587], [-2.8192, -0.4881, -3.6361], [2.9274, 2.6333, -3.7593], [0.1558, -0.3665, 3.4574], [-4.6184, 5.1470, -0.5542], [-2.2282, -0.0907, -5.9842], [3.0774, 2.4307, 0.3989], [-5.4314, -2.0387, 0.8988], [-4.2499, 2.8807, -1.3661], [-0.9264, 3.2077, -2.5479], [-0.3599, 3.6041, -4.9022], [-0.9969, 1.9555, -6.6310], [-7.2878, -1.4160, -0.6094], [1.6243, 1.6725, -1.9050], [3.8144, 2.6798, 3.7068], [2.7023, 0.6963, 0.1122], [-0.8669, 5.0277, 1.4874], [3.0617, 1.5128, -5.9528], [2.5183, 2.3743, 4.8806], [4.0585, 1.1692, 1.1920], [-6.9050, 0.2076, -2.4331], [1.0241, -5.2659, 0.4305], [-4.6940, 1.2204, -2.7406], [-3.2044, -1.0408, 0.5897], [0.0664, 1.1345, 4.4281], [-0.8317, 1.0201, 2.8960], [-2.9265, 6.2565, 0.8813]],
  "atomic_forces_ev_per_a": [[0.02, 0.22, -0.14], [0.04, 0.08, 0.10], [-0.04, -0.34, 0.15], [-0.08, -0.01, -0.02], [-0.26, 0.12, 0.02], [0.24, 0.12, -0.22], [0.54, -0.05, -0.06], [-0.11, 0.10, -0.02], [0.05, 0.01, -0.32], [0.03, -0.07, 0.07], [-0.11, 0.07, 0.05], [0.17, 0.07, -0.30], [0.04, 0.15, -0.01], [0.12, 0.13, 0.08], [-0.39, -0.18, 0.77], [-0.20, -0.01, 0.16], [0.02, 0.01, -0.05], [-0.19, -0.12, 0.13], [-0.01, 0.01, -0.17], [0.03, 0.00, -0.06], [0.06, -0.16, 0.00], [0.01, 0.06, 0.02], [0.03, 0.01, -0.01], [0.03, 0.00, 0.01], [-0.09, -0.03, 0.03], [0.01, 0.01, 0.02], [-0.12, -0.22, -0.14], [-0.10, -0.11, 0.09], [0.04, 0.14, 0.05], [0.01, -0.04, 0.03], [-0.02, 0.00, -0.05], [0.00, -0.01, 0.00], [0.00, -0.01, -0.08], [0.03, 0.00, -0.03], [-0.02, -0.04, 0.01], [-0.01, 0.00, -0.02], [0.07, 0.10, -0.18], [0.00, 0.01, 0.01], [0.09, 0.01, -0.01], [-0.02, -0.03, 0.01], [0.00, 0.00, 0.01], [0.01, 0.00, 0.01], [0.05, -0.03, -0.03], [0.04, 0.07, 0.00], [-0.02, -0.01, 0.00], [-0.04, -0.08, -0.01], [-0.01, -0.04, 0.07], [0.02, 0.00, 0.03], [0.01, 0.00, 0.00], [-0.03, -0.02, 0.04], [-0.03, -0.02, -0.06], [-0.02, -0.03, 0.00], [0.01, 0.00, 0.00], [0.00, 0.01, 0.01], [0.00, -0.01, -0.02], [-0.02, 0.03, 0.00], [0.00, 0.01, 0.01], [0.01, -0.02, -0.02], [-0.01, 0.00, 0.00], [0.00, -0.02, -0.02], [0.01, -0.01, 0.00], [0.00, -0.01, 0.01], [0.01, 0.00, 0.00], [0.00, 0.01, -0.01], [0.01, 0.02, -0.01], [0.01, 0.00, -0.02], [-0.01, -0.01, 0.00], [0.01, 0.00, 0.03], [0.01, -0.01, -0.01], [0.03, 0.07, 0.09], [0.00, 0.01, 0.00], [0.01, 0.00, -0.01], [0.00, -0.01, 0.01], [0.03, 0.04, 0.02], [-0.01, 0.00, -0.01], [0.01, 0.02, 0.00], [0.01, 0.01, 0.00], [-0.02, 0.01, -0.01], [0.02, 0.01, -0.02], [0.02, -0.02, -0.01], [0.00, 0.02, 0.00]]
}



[2]
{
  "formula": "C13H28AlO5",
  "method": "wB97M-V/def2-TZVPD",
  "mol_weight_g_mol": 291.344,
  "lumo_ha": 0.1003,
  "energy_ev": -30773.115,
  "charge": -1,
  "homo_lumo_gap_ev": 8.136,
  "symbols": ["Al", "O", "O", "O", "O", "O", "C", "C", "C", "C", "C", "C", "C", "C", "C", "C", "C", "C", "C", "H", "H", "H", "H", "H", "H", "H", "H", "H", "H", "H", "H", "H", "H", "H", "H", "H", "H", "H", "H", "H", "H", "H", "H", "H", "H", "H", "H"],
  "coordinates": [[-1.2917, -1.4154, -2.6045], [-0.0445, 5.1390, 3.1763], [0.3549, -2.0892, -2.5104], [-2.0317, -1.0633, 0.7637], [-1.0733, 3.8836, 1.6989], [-3.4609, 0.4771, 0.0816], [4.7382, -2.2729, -0.5775], [0.8959, -2.9175, -0.2657], [-1.0819, 4.8279, 2.6497], [2.9499, -0.5032, -0.5926], [2.3850, -2.8648, 0.0869], [3.2477, -1.9842, -0.8203], [-2.2841, 3.3452, 1.1276], [0.6430, -3.2243, -1.7561], [-2.4068, -0.0774, -0.1280], [-1.5025, 0.1434, -1.2665], [0.1630, -3.8979, 0.6448], [-2.7923, 4.1840, -0.0227], [-2.3780, 5.5303, 2.9941], [4.8971, -2.6610, 0.4330], [-2.4731, 6.4018, 2.3455], [3.0281, -2.2147, -1.8649], [-3.0369, 3.2046, 1.9019], [-0.8991, -3.9227, 0.3969], [-1.8776, 1.0014, -1.8256], [-1.0705, -1.1382, 0.7638], [-0.1588, -3.9743, -1.8372], [2.7764, -3.8900, 0.0941], [-2.3681, -2.5908, -2.3086], [3.3604, -0.1737, 0.3674], [-3.6631, 3.6974, -0.4621], [-3.2666, 4.9172, 2.8794], [1.8790, -0.3010, -0.6103], [2.4964, -2.4832, 1.1114], [-0.4855, 0.3670, -0.9212], [-2.0214, 4.2715, -0.7884], [5.3375, -1.3641, -0.6701], [-2.3053, 5.8735, 4.0224], [-3.0738, 5.1897, 0.2949], [0.4828, -1.9188, -0.0949], [1.5532, -3.6912, -2.1671], [0.2511, -3.6162, 1.6980], [3.4043, 0.1085, -1.3745], [0.5687, -4.9069, 0.5285], [-1.4775, -0.7568, -4.0750], [-2.0147, 2.3578, 0.7687], [5.1273, -3.0071, -1.2852]],
  "atomic_forces_ev_per_a": [[-0.08, 0.00, -0.42], [-0.03, 0.01, 0.00], [-0.08, 0.01, 0.21], [0.02, 0.43, 0.35], [-0.02, -0.02, 0.12], [-0.23, -0.08, -0.12], [-0.02, 0.05, 0.05], [0.04, -0.03, 0.10], [0.03, 0.04, -0.09], [0.00, 0.00, -0.04], [-0.06, 0.09, -0.06], [0.15, 0.08, 0.04], [-0.02, -0.02, -0.10], [0.17, -0.02, -0.14], [0.18, -0.22, -0.02], [-0.08, 0.22, 0.20], [-0.05, 0.07, 0.02], [0.03, 0.06, 0.02], [-0.01, -0.08, 0.09], [0.03, 0.03, -0.01], [-0.01, -0.01, -0.01], [-0.13, 0.03, 0.04], [0.00, -0.02, 0.00], [-0.01, -0.03, 0.00], [0.09, 0.03, 0.00], [-0.02, -0.25, -0.31], [-0.03, 0.05, 0.03], [0.02, 0.00, -0.08], [0.04, -0.01, 0.12], [-0.08, -0.01, 0.03], [0.02, -0.03, -0.01], [-0.01, 0.01, -0.03], [0.01, 0.00, -0.01], [0.02, -0.11, 0.04], [0.01, -0.12, -0.01], [-0.01, -0.02, -0.01], [0.03, -0.04, -0.10], [0.03, 0.04, -0.02], [-0.03, -0.02, 0.01], [-0.02, 0.04, -0.08], [-0.08, -0.14, 0.02], [0.07, -0.04, 0.00], [0.03, 0.00, 0.02], [-0.02, -0.01, 0.00], [0.04, 0.05, 0.05], [0.06, 0.01, 0.03], [0.01, -0.06, 0.07]]
}